Record 1
22
Properties=species:S:1:pos:R:3:forces:R:3 method="wB97M-V/def2-TZVPD" smiles="CCC=O.O.O.O.O" e_above_lowest_ev=2.142 homo_energy_ev=-9.58 gap_ev=9.938
O -0.0462 -0.8504 3.2314 0.402 -0.648 -1.075
C 0.6435 -0.7933 2.2336 -0.716 3.952 1.469
C 0.9479 0.5621 1.5209 -5.497 -1.566 -1.617
C -0.1122 1.6165 1.7886 2.495 1.331 -0.054
H 1.2634 -1.5138 1.8277 1.079 -2.400 -0.299
H 0.7490 0.4080 0.4565 1.333 -0.564 0.029
H 1.8840 0.8051 1.7376 4.158 1.182 0.782
H -0.4532 1.4656 2.7479 -1.060 0.175 2.264
H -0.8865 1.4838 1.1177 -1.901 -0.386 -1.224
H 0.2322 2.6684 1.6490 0.025 -0.697 0.307
H 1.2244 -1.1619 -1.7809 -1.998 1.200 -2.499
H 0.3618 0.0352 -2.4108 0.293 -0.011 0.223
O 0.6912 -0.8486 -2.6276 1.650 -0.894 1.808
H -0.7280 -1.6912 -0.5799 2.262 0.129 0.794
H 0.3662 -2.5682 -0.0623 0.892 -4.074 0.393
O 0.2010 -1.6844 -0.1090 -3.449 3.209 -1.418
H 0.0861 2.2441 -0.5816 -0.387 0.912 1.872
H -0.5453 2.6860 -1.9690 -1.839 2.077 -0.665
O 0.0113 2.1391 -1.4967 2.205 -3.066 -1.305
H -2.3960 -1.0700 -1.9430 -0.799 2.601 -0.371
H -1.4439 -2.0174 -2.7359 0.555 0.606 -0.581
O -2.0506 -1.9146 -2.0139 0.299 -3.070 1.165

Record 2
22
Properties=species:S:1:pos:R:3:forces:R:3 method="wB97M-V/def2-TZVPD" smiles="C/C=C/O.O.O.O.O" e_above_lowest_ev=0.843 homo_energy_ev=-8.58 gap_ev=9.337
C -0.7025 2.8106 1.5751 0.331 0.435 1.534
C -0.2065 2.1273 0.3676 -0.080 -0.473 -0.799
C 0.6709 1.1283 0.3457 -2.025 -0.165 0.410
O 0.8815 0.4286 -0.8042 2.286 -1.242 0.878
H -0.4116 3.8739 1.5712 0.120 -0.325 0.240
H -0.3219 2.3020 2.4903 0.198 0.554 -0.513
H -1.7743 2.8374 1.7808 -0.221 -0.273 -0.747
H -0.6153 2.3645 -0.6104 -0.043 0.408 0.065
H 0.9169 0.6049 1.2620 0.726 0.193 0.142
H 1.5922 -0.2500 -0.5298 -1.071 0.761 -1.225
H 0.4662 -3.8347 0.8681 0.140 -0.018 -0.214
H -0.2861 -2.7312 0.2334 -3.391 2.756 0.458
O 0.4092 -3.2866 0.0767 3.242 -3.003 -0.363
H 3.2846 -2.1309 -0.7997 1.593 -0.499 -1.180
H 1.8903 -2.4001 -0.3604 -1.639 -1.298 0.157
O 2.6063 -1.8006 -0.2617 0.052 2.064 1.132
H -1.5804 0.6479 -3.2319 -0.275 0.432 -1.177
H -0.4921 0.5039 -2.1768 0.639 0.021 0.249
O -1.4053 0.3064 -2.3766 -0.432 -0.622 1.069
H -1.7130 -1.0826 -0.5600 -0.085 0.489 -1.325
H -1.5810 -0.8670 0.8846 0.110 1.297 1.381
O -1.6278 -1.5520 0.2559 -0.175 -1.493 -0.171

Record 3
24
Properties=species:S:1:pos:R:3:forces:R:3 method="wB97M-V/def2-TZVPD" multiplicity=2 homo_energy_ev="-12.79 / -12.79" charge=+1 gap_ev="8.949 / 2.149"
O -2.1482 1.5009 1.3616 1.859 1.030 -0.472
S -1.0274 1.6270 0.4413 -2.741 -2.439 -0.480
O -1.0099 2.6868 -0.5314 0.775 -0.499 1.208
O 0.4056 1.6666 1.3563 0.193 0.669 -0.123
C 0.6497 2.7449 2.2438 -1.801 0.857 0.917
C 1.6798 3.7791 1.7433 1.147 -0.548 -0.479
C -0.8292 -0.0834 -0.2231 1.871 1.128 0.740
H 1.0075 2.4234 3.2220 0.764 -1.164 -0.123
H -0.3040 3.1327 2.6019 -0.322 0.529 -0.860
H 1.7387 3.7786 0.6549 -0.292 0.154 0.044
H 2.6597 3.4709 2.1079 0.027 0.115 -0.105
H 1.4876 4.7788 2.1327 -0.476 -0.200 0.067
H 0.0666 -0.0776 -0.8440 -0.415 0.160 -0.628
H -1.7367 -0.4916 -0.6680 0.021 0.421 0.139
H -0.4580 -0.6201 0.6500 -0.690 -0.268 0.200
O -0.5599 -2.9829 -2.1798 -0.137 0.465 0.154
H 0.3130 -2.9111 -1.7935 0.318 -0.532 0.295
H -0.6387 -2.2107 -2.7399 -0.097 0.091 -0.461
O 1.9783 -3.3186 -0.5469 -0.435 0.213 -0.137
H 2.2000 -2.4489 -0.8797 0.378 0.194 -0.085
H 2.6792 -3.5249 0.0715 0.185 -0.230 0.180
O -3.0679 -4.1439 -2.7870 -0.473 0.135 -0.074
H -2.2821 -3.7290 -2.4310 0.326 -0.074 0.152
H -2.8037 -5.0469 -2.9630 0.017 -0.209 -0.066

Record 4
22
Properties=species:S:1:pos:R:3:forces:R:3 method="wB97M-V/def2-TZVPD" e_above_lowest_ev=1.427 homo_energy_ev=-13.78 charge=+1 gap_ev=11.080
N -1.1938 -0.5175 1.7809 -0.232 0.040 -2.674
C -1.7547 -0.1647 0.3642 -0.515 1.723 1.205
C -0.5531 -0.1996 -0.6643 0.159 -1.677 0.667
N 0.6615 -0.5079 0.1407 -1.032 3.464 1.223
C 1.7191 0.5505 0.2248 -0.140 -1.085 0.191
H -0.0954 -0.5439 1.4087 0.113 -0.110 -0.183
H -1.5047 -1.4207 2.0302 -0.245 -1.199 0.698
H -1.4541 0.1531 2.4748 -0.143 0.403 0.349
H -2.2423 0.8500 0.6290 0.946 -1.554 -1.488
H -2.4932 -0.8397 -0.0709 -0.208 -0.142 1.060
H -0.5319 0.7517 -1.1461 0.431 0.507 -0.344
H -0.7273 -1.0142 -1.4476 0.276 1.105 1.216
H 1.0638 -1.3549 -0.0361 1.024 -2.633 -1.136
H 1.2230 1.4005 0.6976 0.488 0.265 -0.329
H 2.5664 0.2080 0.8867 -1.021 0.265 -0.661
H 2.1125 0.7313 -0.7846 -0.095 0.436 0.387
H -0.2734 3.1184 0.0095 0.944 -0.004 0.361
H -1.5451 3.4448 -0.5648 -0.988 0.464 -0.470
O -1.0648 2.6781 -0.2789 0.063 -0.021 0.149
H 2.7474 -2.1552 -1.8046 0.321 0.051 0.000
H 1.5202 -2.8927 -2.2511 -0.348 -0.617 -0.549
O 1.8199 -2.2752 -1.5981 0.202 0.320 0.328

Record 5
22
Properties=species:S:1:pos:R:3:forces:R:3 method="wB97M-V/def2-TZVPD" smiles=CN(C)C.O.O.O e_above_lowest_ev=1.575 homo_energy_ev=-8.77 gap_ev=9.398
C -0.0345 1.0349 -2.7321 0.446 -1.130 1.147
N 0.6178 1.0186 -1.4065 0.603 0.526 -0.528
C 0.4560 -0.2031 -0.6551 -1.019 0.151 -0.540
C 2.0564 1.2956 -1.5291 0.570 -0.611 0.467
H -0.3264 2.0512 -2.9222 -0.270 0.237 -0.554
H -0.8617 0.3282 -2.7209 -0.462 0.422 0.099
H 0.6418 0.6082 -3.4669 0.234 0.276 -0.504
H 0.9815 -0.0874 0.2625 0.440 -0.080 0.897
H -0.6001 -0.3695 -0.4426 -0.062 -0.026 0.056
H 0.8349 -1.0768 -1.1736 0.274 -0.436 -0.242
H 2.4135 1.8839 -0.6817 -0.055 0.305 -0.180
H 2.3913 1.7155 -2.4778 -0.531 0.481 0.105
H 2.6501 0.3650 -1.4670 -0.256 -0.077 -0.050
H 0.4750 -4.8500 4.7598 0.082 -0.090 -0.059
H -0.9103 -5.0498 5.3709 0.030 0.002 -0.024
O -0.2494 -4.3788 5.1754 -0.112 0.098 0.083
H -0.6594 2.4064 -0.3705 0.185 -0.095 -0.521
H -1.6998 3.0844 0.4851 -0.160 0.166 -0.168
O -1.3920 3.0410 -0.4279 0.042 -0.112 0.522
H -1.5207 -0.7633 2.0265 0.117 -0.143 -0.273
H -2.8868 -0.9076 2.5902 -0.188 -0.213 -0.258
O -2.3773 -1.1465 1.8034 0.090 0.350 0.523

Record 6
22
Properties=species:S:1:pos:R:3:forces:R:3 method="wB97M-V/def2-TZVPD" multiplicity=2 e_above_lowest_ev=1.975 homo_energy_ev="-14.92 / -14.92" charge=+1 gap_ev="11.726 / 6.612"
C -2.1814 -0.3764 -1.4798 -0.340 4.564 -0.567
N -0.8694 -0.4223 -0.7707 -2.661 -5.742 -1.891
C -1.0399 -1.2821 0.4710 0.489 3.793 1.251
C 0.1973 -0.7420 -1.8260 2.127 2.086 5.472
H -2.0698 0.4982 -2.2470 -0.422 -1.634 1.081
H -3.0867 -0.1040 -0.8545 1.409 -0.590 -0.348
H -2.3551 -1.2796 -2.0439 0.266 -0.600 -0.028
H -0.9733 -2.3575 0.4225 0.668 -0.302 -0.827
H -0.2424 -0.7999 1.0931 -0.375 -1.320 0.290
H -2.0300 -1.0401 0.9418 0.911 -0.075 -0.657
H 1.1458 -0.3052 -1.3436 -0.942 -1.109 -0.814
H -0.0057 -0.0565 -2.5295 -0.730 1.789 -3.172
H 0.3659 -1.7489 -2.1107 -0.466 -1.101 0.073
H 1.9984 2.3249 -0.8966 -1.219 0.643 -0.956
H 1.8740 0.9456 -0.0729 -0.634 0.334 -0.167
O 2.3770 1.7224 -0.2948 1.886 -0.869 1.293
H -1.6865 2.4506 1.8304 -0.567 0.441 0.352
H -0.9328 1.3608 1.1406 0.164 0.270 0.215
O -0.8024 2.2196 1.5651 0.355 -0.668 -0.531
H 2.4085 -1.2500 1.1889 1.824 0.363 -2.446
H 2.2435 -0.9941 2.5722 1.068 1.529 2.776
O 1.8723 -1.4777 1.8939 -2.810 -1.803 -0.399

Record 7
23
Properties=species:S:1:pos:R:3:forces:R:3 method="wB97M-V/def2-TZVPD" smiles=CNCCS.O.O.O e_above_lowest_ev=0.941 homo_energy_ev=-9.00 gap_ev=9.430
C -1.5056 1.0808 2.7296 -0.799 0.310 0.303
N -1.1720 2.1527 1.8051 -0.018 -0.327 -0.037
C -1.3124 1.8126 0.4069 1.396 1.286 -0.710
C 0.0980 1.7351 -0.2096 0.464 -0.459 -2.271
S -0.0586 1.4351 -2.0933 -0.034 -0.123 0.549
H -1.0750 0.1293 2.4264 0.826 0.177 0.046
H -2.5768 0.7946 2.7127 0.030 0.520 0.313
H -1.1902 1.3833 3.7478 -0.232 -0.506 -0.525
H -1.6082 3.0409 1.9960 -0.173 -0.213 0.371
H -1.8730 0.8881 0.2401 0.025 0.110 -0.096
H -1.7540 2.6439 -0.1831 -0.352 -0.573 0.565
H 0.7841 2.5898 -0.1359 -0.846 0.101 0.437
H 0.7176 0.8870 0.0409 -0.199 -0.391 0.687
H 0.4164 2.5734 -2.6279 -0.045 0.022 0.400
H 2.0772 -1.3369 -1.5398 0.053 -1.043 0.103
H 3.3995 -0.9150 -1.1876 0.601 -0.491 0.245
O 2.9015 -1.7475 -1.2008 -0.761 1.511 -0.310
H 0.0544 -4.0418 -0.7384 -0.046 0.200 -0.250
H -0.7343 -2.7676 -0.5839 -0.092 0.056 0.013
O -0.2448 -3.2694 -1.2424 0.148 -0.224 0.301
H 0.7084 -2.6151 2.6574 0.110 0.170 0.090
H 1.2713 -2.8616 1.2386 -0.087 -0.032 0.315
O 0.6994 -3.2353 1.9280 0.031 -0.082 -0.538

Record 8
23
Properties=species:S:1:pos:R:3:forces:R:3 method="wB97M-V/def2-TZVPD" smiles=C[C@H](O)CN.O.O.O e_above_lowest_ev=1.855 homo_energy_ev=-9.80 gap_ev=10.258
C 0.1091 0.8063 1.1807 1.726 0.425 2.928
C -0.5176 -0.5490 0.8389 -1.814 0.610 -1.222
C -1.0969 -1.4920 1.9481 -0.520 1.059 0.920
O 0.4174 -1.1981 0.0466 1.788 -0.168 -1.858
N 0.4408 1.6441 0.0085 -1.319 -0.969 -0.401
H -0.4043 1.2368 2.0706 -0.544 0.493 -0.996
H 1.1240 0.6591 1.7052 -1.144 -0.422 -0.928
H -1.3512 -0.3424 0.0979 0.165 0.118 1.178
H -1.1570 -2.5426 1.6900 0.345 -0.043 -0.743
H -0.5369 -1.4847 2.9015 0.020 0.278 -0.454
H -2.1696 -1.2504 2.2313 1.280 0.213 -0.490
H 0.6733 -0.5036 -0.6453 -0.170 -1.428 1.366
H 0.8884 2.5245 0.1848 0.387 0.006 0.604
H -0.3843 1.8861 -0.5336 -0.194 -0.159 0.212
H -3.9818 0.4775 -1.0732 -2.849 -4.363 -4.155
H -4.1903 1.1325 0.2765 -1.267 -0.175 1.138
O -3.6705 1.0346 -0.4864 4.154 4.548 3.006
H 2.2821 -1.5285 1.0506 0.078 0.083 -0.017
H 3.6751 -1.3261 1.7498 -0.146 0.196 0.226
O 3.2212 -1.7620 1.0308 0.005 -0.298 -0.337
H 1.4212 0.4090 -3.9019 0.305 -0.903 0.108
H 0.6835 1.5930 -3.4042 -0.953 0.640 1.286
O 1.2173 1.3072 -4.1130 0.671 0.257 -1.373

Record 9
23
Properties=species:S:1:pos:R:3:forces:R:3 method="wB97M-V/def2-TZVPD" multiplicity=2 e_above_lowest_ev=2.593 homo_energy_ev="-15.25 / -15.22" charge=+1 gap_ev="12.093 / 6.190"
C 0.4339 -2.0183 -0.2974 -1.628 0.552 -2.274
N 0.4019 -0.5652 0.0765 -0.522 -2.853 2.791
C 1.0611 -0.2926 1.3428 1.204 3.250 2.361
O 0.2627 -0.5594 2.4686 -0.715 -1.608 -0.732
C -0.9787 -2.2778 -0.8548 -0.764 0.596 -0.002
H 0.5945 -2.6350 0.5775 0.607 0.190 0.438
H 1.1584 -2.2133 -1.1026 0.229 0.104 0.530
H -0.5975 -0.3504 0.2050 0.045 1.113 -0.778
H 1.2920 0.7845 1.5493 0.081 -0.372 -1.514
H 2.0158 -0.7919 1.5141 -0.287 -0.495 -0.616
H -0.4774 0.0501 2.6221 0.189 0.328 -0.240
H -1.7546 -2.1248 -0.0625 0.614 -0.516 -0.541
H -1.1421 -3.1865 -1.4201 0.313 -0.680 0.629
H -1.2335 -1.5677 -1.6402 0.220 0.540 0.042
H -0.9271 2.2120 -1.6474 -0.879 0.187 -0.290
H -0.4824 0.9120 -1.9995 -1.108 -0.039 -0.439
O -1.3526 1.3828 -1.9413 2.217 -0.073 0.670
H -2.2097 2.2739 0.5618 -0.176 -0.031 -0.065
H -0.7588 2.3632 1.0111 0.144 0.416 -0.059
O -1.6241 2.0685 1.2967 0.225 -0.579 0.153
H 2.2673 1.0859 -2.4410 0.386 -0.528 -0.395
H 2.1001 0.6475 -0.9157 0.481 0.339 -0.952
O 2.0117 1.3639 -1.5679 -0.875 0.156 1.284

Record 10
23
Properties=species:S:1:pos:R:3:forces:R:3 method="wB97M-V/def2-TZVPD" e_above_lowest_ev=1.403 homo_energy_ev=-18.81 charge=+2 gap_ev=12.441
C -0.4497 0.6995 -0.3065 0.359 -1.152 1.121
C 1.0162 0.5950 0.1920 -1.307 1.490 -1.364
C 1.7641 -0.5219 -0.4736 0.756 -1.073 -0.969
N 1.6908 -1.9473 0.0998 -0.011 0.822 -0.206
N -0.8306 2.1363 -0.5652 -0.849 -0.582 1.346
H -1.1306 0.2402 0.4604 0.247 0.769 -0.995
H -0.4808 0.1164 -1.2230 -0.738 0.417 -0.199
H 1.0115 0.7634 1.2545 0.676 -0.481 0.508
H 1.4479 1.4962 -0.2754 0.529 -0.284 0.423
H 1.4959 -0.6120 -1.5515 -0.329 0.011 0.831
H 2.8099 -0.2833 -0.5664 0.530 -0.012 0.493
H 0.8004 -2.1522 0.5653 -0.205 -0.293 0.250
H 1.8644 -2.6273 -0.6402 -0.160 -0.082 -0.093
H 2.3999 -2.1286 0.8085 0.136 0.239 0.176
H -0.4996 2.4689 -1.4651 -0.036 0.151 -0.200
H -0.5049 2.7552 0.1861 0.294 -0.066 -0.236
H -1.8785 2.1717 -0.5044 0.482 -0.307 -0.674
H -3.3670 2.5105 -1.4913 -1.329 0.030 -0.326
H -4.1207 1.1073 -1.2249 -0.309 0.570 -0.037
O -3.3029 1.5530 -1.4691 1.250 -0.253 0.283
H 0.6979 -3.2501 2.9875 -0.430 0.098 0.205
H -0.5664 -2.3175 2.8370 -0.036 -0.233 0.473
O 0.1329 -2.7733 2.3655 0.482 0.220 -0.809

Record 11
23
Properties=species:S:1:pos:R:3:forces:R:3 method="wB97M-V/def2-TZVPD" e_above_lowest_ev=0.665 homo_energy_ev=-14.93 charge=+1 gap_ev=12.091
C 1.2237 0.7505 0.5963 -0.733 0.981 -2.693
C 1.8472 1.6563 -0.5238 1.796 -0.196 2.916
C 2.4771 0.8143 -1.6088 -0.983 0.103 -1.789
N 0.0265 0.0760 -0.1002 -0.444 -0.251 1.447
H 1.9683 0.0285 0.9131 -0.260 -0.235 0.021
H 0.8037 1.3124 1.4174 0.128 0.054 0.243
H 2.6798 2.0957 0.0551 -0.026 0.063 -0.316
H 1.2854 2.5532 -0.7730 -0.551 -0.431 -0.451
H 2.7773 -0.1787 -1.2930 0.425 0.049 0.422
H 1.7736 0.5999 -2.4343 -0.010 0.131 0.222
H 3.2889 1.3247 -2.1333 0.067 -0.112 0.392
H -0.8349 0.5039 0.2737 -0.171 -0.224 -0.197
H -0.0263 0.2291 -1.1015 0.426 -0.006 -0.174
H -0.0451 -0.9349 0.1111 -0.138 0.043 -0.033
H -2.7105 -2.4737 1.2231 0.262 -0.043 -0.066
H -3.6993 -1.3459 1.1534 0.131 0.090 -0.080
O -2.8217 -1.6006 0.8355 -0.645 0.107 0.140
H -3.5388 1.6694 0.0906 -0.163 -0.288 -0.186
H -3.2119 0.2164 -0.4798 -0.344 0.246 0.166
O -2.8474 1.0506 -0.1632 0.778 0.096 -0.012
H -0.3402 -3.4175 0.8863 0.209 -0.936 -0.200
H 0.2559 -2.4236 1.9146 -0.391 -0.376 -0.393
O -0.3312 -2.5062 1.1406 0.636 1.134 0.621